Computed, not measured: C46H51Br2HfN12 as an isolated structure, with ωB97M-V with the def2-TZVPD basis set.

The geometry in ORCA input format:
```
! wB97M-V def2-TZVPD RIJCOSX def2/J DEFGRID3
* xyz 3 1
Hf 0.114 -0.641 -0.095
Br -0.899 1.591 1.389
C -2.362 0.666 2.218
C -3.218 1.430 2.951
C -4.264 0.793 3.644
C -4.373 -0.565 3.589
C -3.470 -1.348 2.826
C -3.599 -2.758 2.820
C -2.740 -3.514 2.085
C -1.751 -2.887 1.300
C -1.535 -1.519 1.239
C -2.425 -0.741 2.075
H -3.096 2.504 3.006
H -4.955 1.384 4.230
H -5.156 -1.073 4.137
H -4.386 -3.213 3.409
H -2.822 -4.593 2.081
H -1.141 -3.568 0.726
C 2.079 -3.016 3.433
N 1.542 -1.745 2.954
C 0.377 -1.276 3.708
C 2.325 -0.843 2.287
N 1.764 -0.185 1.249
C 2.217 1.146 0.963
C 2.280 2.036 2.008
C 2.752 3.344 1.836
C 3.160 3.744 0.598
C 3.090 2.872 -0.513
C 3.570 3.335 -1.762
C 3.545 2.521 -2.851
C 2.986 1.237 -2.739
C 2.509 0.728 -1.551
N 1.803 -0.528 -1.612
C 2.351 -1.390 -2.519
N 3.640 -1.747 -2.441
C 4.473 -1.970 -3.627
C 4.396 -1.563 -1.216
N 1.601 -1.908 -3.507
C 0.582 -1.116 -4.188
C 1.877 -3.204 -4.124
C 2.579 1.542 -0.367
N 3.591 -0.681 2.673
C 3.996 -0.903 4.068
C 4.654 -0.086 1.868
H 1.336 -3.790 3.239
H 2.285 -3.011 4.505
H 2.996 -3.267 2.900
H 0.650 -1.142 4.759
H -0.428 -2.006 3.647
H 0.028 -0.327 3.311
H 1.967 1.704 2.992
H 2.801 4.017 2.681
H 3.549 4.741 0.442
H 3.959 4.342 -1.825
H 3.914 2.861 -3.809
H 2.889 0.643 -3.640
H 3.940 -1.685 -4.528
H 4.800 -3.006 -3.704
H 5.354 -1.333 -3.539
H 3.719 -1.564 -0.366
H 4.951 -0.622 -1.241
H 5.106 -2.384 -1.114
H 0.947 -0.815 -5.173
H 0.344 -0.231 -3.607
H -0.317 -1.711 -4.335
H 2.509 -3.802 -3.473
H 2.353 -3.108 -5.100
H 0.925 -3.717 -4.266
H 3.129 -0.937 4.719
H 4.617 -0.062 4.371
H 4.577 -1.818 4.175
H 4.374 -0.023 0.826
H 5.546 -0.705 1.968
H 4.881 0.918 2.230
C -3.557 0.038 -0.936
C -2.458 0.880 -1.487
N -1.139 0.615 -1.502
C -0.532 1.725 -2.096
C -1.476 2.632 -2.417
N -2.679 2.082 -2.035
C -3.967 2.798 -2.142
N -3.953 3.953 -1.320
N -3.279 5.067 -1.743
N -3.234 5.911 -0.800
C -3.876 5.384 0.307
C -4.105 5.937 1.569
C -4.788 5.159 2.475
C -5.241 3.867 2.142
C -5.024 3.309 0.899
C -4.331 4.107 -0.014
H -3.188 -0.932 -0.614
H -4.339 -0.115 -1.681
H -4.005 0.517 -0.063
H 0.531 1.797 -2.242
H -1.419 3.607 -2.871
H -4.761 2.134 -1.815
H -4.123 3.078 -3.182
H -3.768 6.937 1.803
H -5.006 5.548 3.461
H -5.802 3.308 2.880
H -5.414 2.330 0.647
Br 1.542 -3.439 0.007
C 0.114 -3.602 -1.222
C -0.223 -4.821 -1.764
C -1.342 -4.859 -2.586
C -2.038 -3.684 -2.832
C -1.607 -2.513 -2.244
N -0.541 -2.460 -1.426
H 0.353 -5.707 -1.537
H -1.662 -5.795 -3.026
H -2.911 -3.675 -3.470
H -2.113 -1.577 -2.424
*
```

The HOMO-LUMO gap is 6.813 eV. The value obtained for the relative energy (zero: lowest compared OMol25 entry of this formula, charge and spin) is 2.9 kcal/mol.